{
  "formula": "C39H45CuGe2N8O",
  "method": "ωB97M-V/def2-TZVPD",
  "elements": ["Cu", "C", "C", "C", "C", "N", "C", "N", "C", "N", "C", "N", "C", "C", "C", "C", "C", "N", "C", "C", "C", "C", "C", "C", "H", "H", "H", "H", "H", "H", "H", "H", "H", "H", "H", "H", "C", "C", "Ge", "C", "C", "C", "C", "Ge", "C", "C", "C", "C", "C", "C", "C", "C", "C", "C", "H", "H", "H", "H", "H", "H", "H", "H", "H", "H", "H", "H", "H", "H", "H", "H", "H", "H", "H", "H", "H", "H", "H", "H", "H", "H", "C", "N", "C", "C", "C", "N", "C", "O", "N", "H", "H", "H", "H", "H", "H", "H"],
  "coordinates": [[1.653, 0.673, 2.033], [0.428, 4.811, 1.342], [-0.535, 4.968, 2.482], [-1.031, 3.886, 3.086], [-0.543, 2.548, 2.787], [0.669, 2.451, 2.080], [1.151, 3.510, 1.492], [-1.164, 1.543, 3.436], [-0.798, 0.289, 3.518], [0.205, -0.315, 2.825], [0.467, -1.526, 3.405], [1.487, -2.292, 3.214], [2.680, -1.972, 2.583], [3.619, -3.020, 2.530], [4.880, -2.809, 2.027], [5.218, -1.547, 1.549], [4.265, -0.560, 1.617], [3.027, -0.744, 2.115], [-0.605, -1.825, 4.385], [-0.857, -2.924, 5.182], [-1.947, -2.859, 6.045], [-2.737, -1.713, 6.118], [-2.457, -0.596, 5.338], [-1.388, -0.676, 4.465], [1.163, 5.620, 1.323], [-0.847, 5.967, 2.762], [-1.774, 3.951, 3.871], [2.159, 3.430, 1.098], [3.314, -3.973, 2.940], [5.612, -3.608, 2.027], [6.196, -1.334, 1.142], [4.492, 0.442, 1.280], [-0.222, -3.801, 5.135], [-2.188, -3.711, 6.669], [-3.577, -1.691, 6.803], [-3.056, 0.305, 5.403], [-0.991, 6.224, -0.253], [-0.343, 4.867, -0.001], [-1.336, 1.000, 0.027], [-3.078, 0.811, 0.979], [-3.837, -0.381, 0.384], [-1.852, 1.972, -1.556], [-1.458, 1.200, -2.568], [-0.162, -0.280, -2.053], [-0.828, -1.948, -2.871], [0.186, -2.678, -3.756], [1.535, 0.598, -2.541], [1.524, 2.090, -2.201], [-1.828, 1.371, -3.991], [-1.093, 0.748, -5.002], [-1.366, 0.985, -6.341], [-2.388, 1.852, -6.695], [-3.150, 2.460, -5.703], [-2.881, 2.214, -4.368], [-0.244, 7.022, -0.237], [-1.754, 6.453, 0.493], [-1.469, 6.232, -1.233], [-1.107, 4.094, 0.027], [0.349, 4.635, -0.816], [-3.612, 1.745, 0.806], [-2.938, 0.702, 2.052], [-3.925, -0.308, -0.703], [-4.846, -0.418, 0.798], [-3.347, -1.328, 0.617], [-2.449, 2.876, -1.663], [-1.696, -1.632, -3.455], [-1.196, -2.593, -2.076], [0.411, -2.114, -4.662], [-0.213, -3.647, -4.062], [1.129, -2.853, -3.238], [1.646, 0.445, -3.619], [2.354, 0.086, -2.053], [0.828, 2.651, -2.825], [2.521, 2.513, -2.345], [1.241, 2.252, -1.157], [-0.282, 0.076, -4.746], [-0.776, 0.498, -7.106], [-2.597, 2.051, -7.739], [-3.957, 3.131, -5.972], [-3.496, 2.678, -3.606], [3.695, -4.464, -1.768], [2.490, -3.983, -1.091], [1.622, -4.840, -0.522], [0.508, -4.402, 0.099], [0.277, -3.001, 0.098], [1.091, -2.133, -0.501], [2.275, -2.588, -1.050], [3.134, -1.868, -1.527], [-0.845, -2.520, 0.683], [3.527, -5.481, -2.117], [4.551, -4.442, -1.095], [3.912, -3.813, -2.608], [1.868, -5.893, -0.584], [-0.175, -5.082, 0.587], [-1.355, -3.165, 1.266], [-0.764, -1.582, 1.050]],
  "orbital_gap_ev": [4.98, 5.96],
  "multiplicity": 2,
  "charge": 1,
  "max_force_ev_per_a": 1.26,
  "e_homo_ev": [-8.84, -9.95]
}

***

{
  "formula": "C46H52N8O2",
  "method": "ωB97M-V/def2-TZVPD",
  "elements": ["C", "C", "C", "N", "C", "C", "H", "H", "H", "H", "H", "C", "C", "C", "N", "C", "C", "H", "H", "H", "H", "H", "C", "C", "C", "N", "C", "C", "H", "H", "H", "H", "H", "C", "C", "C", "N", "C", "C", "H", "H", "H", "H", "H", "C", "C", "C", "N", "C", "C", "H", "H", "H", "H", "H", "C", "C", "C", "N", "C", "C", "H", "H", "H", "H", "H", "C", "C", "C", "N", "C", "C", "H", "H", "H", "H", "H", "C", "C", "C", "N", "C", "C", "H", "H", "H", "H", "H", "C", "C", "C", "O", "H", "H", "H", "H", "H", "H", "C", "C", "C", "O", "H", "H", "H", "H", "H", "H"],
  "coordinates": [[11.609, 16.718, 14.947], [13.006, 17.000, 14.969], [13.397, 18.280, 15.417], [12.527, 19.168, 15.965], [11.212, 18.883, 15.960], [10.766, 17.665, 15.451], [11.194, 15.777, 14.615], [13.734, 16.344, 14.515], [14.458, 18.485, 15.431], [10.530, 19.606, 16.382], [9.729, 17.396, 15.582], [9.064, 9.715, 15.114], [9.552, 11.017, 15.465], [8.630, 12.035, 15.721], [7.329, 11.738, 15.941], [6.919, 10.490, 15.829], [7.726, 9.510, 15.279], [9.745, 8.951, 14.770], [10.610, 11.233, 15.466], [9.001, 13.045, 15.817], [5.933, 10.154, 16.115], [7.274, 8.544, 15.107], [7.402, 14.557, 13.502], [8.353, 15.463, 13.025], [8.447, 15.634, 11.644], [7.738, 14.908, 10.744], [6.880, 14.005, 11.287], [6.646, 13.830, 12.611], [7.302, 14.310, 14.548], [8.871, 16.119, 13.709], [9.044, 16.413, 11.192], [6.360, 13.328, 10.625], [5.979, 13.010, 12.834], [16.953, 13.397, 17.762], [16.529, 14.706, 17.716], [16.374, 15.316, 16.461], [16.640, 14.589, 15.294], [17.069, 13.292, 15.407], [17.221, 12.651, 16.618], [17.264, 12.936, 18.688], [16.334, 15.207, 18.653], [15.990, 16.321, 16.374], [17.375, 12.774, 14.510], [17.580, 11.634, 16.673], [12.337, 20.427, 11.080], [11.844, 19.296, 11.702], [12.407, 18.037, 11.367], [13.345, 17.964, 10.405], [13.833, 19.079, 9.844], [13.300, 20.300, 10.095], [11.944, 21.416, 11.267], [11.058, 19.343, 12.442], [12.151, 17.123, 11.882], [14.686, 18.896, 9.208], [13.671, 21.150, 9.541], [14.537, 9.525, 16.310], [13.603, 10.528, 16.656], [12.614, 10.248, 17.547], [12.539, 9.080, 18.188], [13.503, 8.099, 17.945], [14.504, 8.316, 16.995], [15.295, 9.739, 15.572], [13.767, 11.498, 16.210], [11.962, 11.076, 17.782], [13.485, 7.139, 18.439], [15.261, 7.568, 16.812], [16.674, 15.659, 11.225], [15.755, 15.863, 10.220], [15.253, 14.768, 9.509], [15.677, 13.487, 9.724], [16.532, 13.339, 10.758], [17.091, 14.377, 11.506], [17.157, 16.507, 11.686], [15.431, 16.854, 9.937], [14.416, 14.866, 8.834], [16.827, 12.311, 10.907], [17.799, 14.302, 12.318], [12.699, 14.435, 11.881], [11.438, 13.886, 12.047], [11.138, 13.292, 13.261], [12.060, 13.189, 14.294], [13.323, 13.561, 14.057], [13.676, 14.257, 12.916], [13.087, 14.929, 11.003], [10.718, 13.851, 11.243], [10.194, 12.781, 13.379], [14.055, 13.247, 14.786], [14.687, 14.600, 12.750], [9.052, 14.223, 7.300], [10.386, 14.909, 7.262], [11.159, 15.042, 8.521], [10.817, 15.482, 6.229], [8.704, 14.058, 6.280], [8.350, 14.930, 7.741], [9.028, 13.293, 7.867], [11.840, 15.893, 8.488], [11.807, 14.172, 8.622], [10.491, 15.154, 9.375], [8.332, 10.943, 11.829], [7.404, 9.981, 11.135], [7.139, 8.612, 11.760], [6.744, 10.341, 10.181], [7.966, 11.214, 12.820], [8.430, 11.909, 11.334], [9.340, 10.550, 11.965], [7.952, 7.938, 11.492], [6.225, 8.249, 11.289], [7.038, 8.708, 12.841]],
  "orbital_gap_ev": 9.69,
  "smiles": "c1ccncc1.c1ccncc1.c1ccncc1.c1ccncc1.c1ccncc1.c1ccncc1.c1ccncc1.c1ccncc1.CC(C)=O.CC(C)=O",
  "max_force_ev_per_a": 3.60,
  "de_lowest_kcal_mol": 26.5,
  "e_homo_ev": -9.31
}

***

{
  "formula": "C5H8BBrO2",
  "method": "ωB97M-V/def2-TZVPD",
  "elements": ["B", "C", "C", "C", "C", "C", "O", "O", "Br", "H", "H", "H", "H", "H", "H", "H", "H"],
  "coordinates": [[1.547, -2.467, -0.686], [-0.089, -0.168, 1.054], [-1.183, -0.080, 0.325], [0.445, 1.256, 1.118], [-1.576, 1.233, -0.133], [-0.620, 2.166, 0.546], [0.795, -3.164, -1.516], [2.833, -2.315, -0.654], [-2.164, -1.602, -0.465], [0.846, 1.445, 2.166], [1.166, 1.286, 0.351], [-1.628, 1.369, -1.228], [-2.684, 1.427, 0.100], [-1.104, 2.608, 1.384], [-0.101, 2.935, 0.056], [-0.167, -3.050, -1.572], [3.684, -2.877, -0.846]],
  "orbital_gap_ev": [7.22, 7.53],
  "multiplicity": 3,
  "max_force_ev_per_a": 4.72,
  "de_lowest_kcal_mol": 32.0,
  "e_homo_ev": [-6.47, -9.06]
}

***

{
  "formula": "C13H12BN9O2PtSe",
  "method": "ωB97M-V/def2-TZVPD",
  "elements": ["Pt", "C", "C", "N", "N", "C", "B", "N", "C", "C", "C", "N", "N", "C", "C", "C", "N", "N", "C", "C", "C", "N", "H", "H", "H", "H", "H", "H", "H", "H", "H", "H", "H", "H", "Se", "C", "N", "O", "O"],
  "coordinates": [[-0.058, 0.673, 0.248], [-3.731, -1.504, -0.625], [-3.241, -0.246, -0.277], [-1.909, -0.264, -0.279], [-1.554, -1.522, -0.625], [-2.616, -2.296, -0.849], [0.721, -2.279, 0.130], [0.269, -1.902, 1.549], [0.391, -2.486, 2.747], [-0.077, -1.608, 3.709], [-0.462, -0.472, 3.005], [-0.248, -0.676, 1.705], [1.984, -1.397, -0.140], [3.205, -1.697, -0.595], [3.946, -0.534, -0.696], [3.083, 0.471, -0.273], [1.911, -0.055, 0.077], [0.342, -4.600, 0.555], [0.844, -5.700, 1.138], [-0.254, -6.384, 1.621], [-1.354, -5.592, 1.267], [-0.976, -4.497, 0.604], [-4.761, -1.797, -0.721], [-3.774, 0.654, -0.021], [-2.503, -3.321, -1.148], [0.796, -3.479, 2.849], [-0.137, -1.769, 4.770], [-0.894, 0.450, 3.355], [3.459, -2.718, -0.828], [4.963, -0.432, -1.029], [3.253, 1.530, -0.185], [1.900, -5.903, 1.146], [-0.254, -7.315, 2.158], [-2.401, -5.768, 1.451], [0.415, 4.660, -2.543], [0.252, 3.160, -1.596], [0.143, 2.182, -0.987], [-0.244, -1.735, -0.885], [1.097, -3.647, -0.052]],
  "orbital_gap_ev": [8.18, 4.89],
  "multiplicity": 2,
  "charge": 1,
  "max_force_ev_per_a": 1.18,
  "de_lowest_kcal_mol": 0.0,
  "e_homo_ev": [-11.66, -11.66]
}

***

{
  "formula": "C32H38BF6N2S5Y",
  "method": "ωB97M-V/def2-TZVPD",
  "elements": ["Y", "C", "C", "S", "C", "C", "S", "C", "C", "S", "H", "H", "H", "H", "H", "H", "H", "H", "H", "H", "H", "H", "S", "C", "N", "C", "C", "N", "C", "C", "C", "C", "C", "C", "C", "C", "S", "C", "C", "C", "C", "C", "C", "C", "H", "H", "H", "H", "H", "H", "H", "H", "H", "H", "H", "H", "H", "H", "H", "H", "H", "H", "F", "C", "F", "H", "C", "C", "C", "C", "C", "C", "C", "H", "H", "H", "H", "H", "H", "H", "F", "B", "F", "F", "F"],
  "coordinates": [[-0.090, -0.135, -0.256], [1.500, -1.354, 4.024], [0.120, -0.707, 4.023], [-0.225, 0.435, 2.653], [-0.263, 2.079, 3.368], [1.065, 2.667, 3.816], [2.266, 2.821, 2.463], [3.691, 1.875, 3.052], [3.566, 0.352, 3.063], [2.854, -0.300, 4.607], [1.741, -1.749, 3.042], [1.477, -2.207, 4.705], [-0.028, -0.140, 4.944], [-0.655, -1.474, 3.980], [-0.963, 2.071, 4.207], [-0.714, 2.693, 2.586], [1.508, 2.072, 4.612], [0.872, 3.667, 4.213], [3.996, 2.244, 4.033], [4.490, 2.166, 2.361], [4.563, -0.078, 2.953], [2.965, 0.011, 2.224], [2.805, -0.220, -0.704], [2.619, 0.971, -1.870], [3.145, 2.184, -1.799], [3.044, 3.117, -2.915], [3.194, 2.329, -4.193], [2.138, 1.327, -4.233], [1.479, 1.109, -5.525], [0.893, 2.386, -6.064], [-0.062, 3.070, -5.316], [-0.609, 4.247, -5.801], [-0.212, 4.744, -7.036], [0.735, 4.064, -7.784], [1.290, 2.889, -7.295], [1.797, 0.660, -3.134], [0.567, -0.459, -3.053], [3.824, 2.682, -0.597], [5.305, 2.846, -0.820], [5.903, 4.095, -0.718], [7.269, 4.238, -0.920], [8.042, 3.131, -1.231], [7.449, 1.880, -1.336], [6.088, 1.736, -1.129], [3.851, 3.842, -2.809], [2.078, 3.627, -2.877], [4.176, 1.848, -4.239], [3.074, 2.974, -5.061], [0.701, 0.368, -5.362], [2.214, 0.686, -6.214], [-0.374, 2.683, -4.352], [-1.352, 4.773, -5.217], [-0.645, 5.661, -7.414], [1.046, 4.447, -8.747], [2.033, 2.356, -7.878], [3.615, 1.969, 0.200], [3.360, 3.634, -0.332], [5.298, 4.960, -0.472], [7.728, 5.214, -0.836], [9.107, 3.240, -1.389], [8.053, 1.013, -1.571], [5.624, 0.758, -1.196], [-0.006, 2.608, -1.954], [0.245, 2.287, -0.579], [-0.794, 2.932, 0.113], [1.127, 2.903, -0.347], [-2.456, 0.032, -0.489], [-3.078, -0.773, 0.587], [-3.497, -0.181, 1.790], [-4.011, -0.935, 2.829], [-4.121, -2.316, 2.710], [-3.719, -2.921, 1.529], [-3.212, -2.165, 0.485], [-2.779, 1.077, -0.441], [-2.729, -0.357, -1.477], [-3.414, 0.895, 1.900], [-4.332, -0.441, 3.739], [-4.522, -2.908, 3.522], [-3.792, -3.995, 1.416], [-2.896, -2.662, -0.424], [-0.350, -2.428, -0.886], [0.343, -3.108, 0.191], [0.529, -1.965, 1.124], [-0.430, -4.059, 0.763], [1.569, -3.526, -0.219]],
  "orbital_gap_ev": 5.48,
  "max_force_ev_per_a": 0.84,
  "de_lowest_kcal_mol": 12.1,
  "e_homo_ev": -6.77
}

***

{
  "formula": "HN2O2S",
  "method": "ωB97M-V/def2-TZVPD",
  "elements": ["N", "N", "O", "O", "S", "H"],
  "coordinates": [[-1.244, 0.802, -0.165], [-1.840, 1.608, 0.258], [1.270, -0.115, -0.623], [-0.231, -1.384, 0.909], [0.113, -1.128, -0.498], [1.932, 0.218, 0.119]],
  "orbital_gap_ev": 10.67,
  "charge": 1,
  "max_force_ev_per_a": 4.98,
  "de_lowest_kcal_mol": 11.7,
  "e_homo_ev": -19.03
}

***

{
  "formula": "C3H4Cl2FN4",
  "method": "ωB97M-V/def2-TZVPD",
  "elements": ["F", "N", "C", "Cl", "N", "C", "N", "C", "Cl", "N", "H", "H", "H", "H"],
  "coordinates": [[1.308, -0.093, -1.736], [1.289, 0.867, -0.616], [0.907, 0.090, 0.453], [2.122, 0.194, 1.696], [0.298, -1.305, 0.002], [-1.042, -1.392, -0.356], [-1.889, -0.373, -0.420], [-1.452, 0.849, -0.098], [-2.555, 2.002, 0.208], [-0.367, 0.831, 0.841], [2.273, 0.991, -0.676], [0.951, -2.036, -0.092], [-1.352, -2.331, -0.710], [-0.490, 1.707, 1.504]],
  "orbital_gap_ev": [8.80, 8.80],
  "smiles": "FN[C@]1(Cl)NC=NC(Cl)=[NH+]1",
  "charge": 1,
  "max_force_ev_per_a": 7.27,
  "de_lowest_kcal_mol": 52.1,
  "e_homo_ev": [-14.91, -14.91]
}

***

{
  "formula": "C20H35ClFN2O6",
  "method": "ωB97M-V/def2-TZVPD",
  "elements": ["C", "C", "Cl", "C", "N", "C", "C", "O", "O", "C", "C", "C", "N", "C", "C", "C", "C", "F", "H", "H", "H", "H", "H", "H", "H", "H", "H", "H", "H", "H", "H", "H", "H", "C", "O", "C", "C", "O", "C", "H", "H", "H", "H", "H", "H", "H", "H", "H", "H", "C", "O", "C", "C", "O", "C", "H", "H", "H", "H", "H", "H", "H", "H", "H", "H"],
  "coordinates": [[3.166, 1.346, 0.888], [2.414, 2.074, -0.315], [2.943, 3.814, -0.251], [0.831, 1.873, -0.183], [0.082, 3.131, -0.190], [-1.386, 2.951, -0.269], [-1.970, 3.357, -1.703], [-1.305, 3.206, -2.756], [-3.186, 3.809, -1.792], [-1.908, 1.521, 0.053], [-1.949, 0.946, 1.430], [-2.458, -0.410, 1.539], [-2.947, -1.252, 0.600], [-2.922, -0.762, -0.673], [-2.404, 0.570, -0.952], [-2.020, 4.017, 0.747], [-1.269, 4.078, 2.133], [-1.915, 5.330, 0.196], [3.080, 0.233, 0.840], [2.716, 1.788, 1.825], [4.247, 1.670, 0.913], [2.813, 1.574, -1.242], [0.699, 1.275, 0.764], [0.543, 1.275, -1.100], [0.325, 3.717, -0.993], [-1.606, 1.508, 2.323], [-2.444, -0.827, 2.585], [-3.290, -1.397, -1.519], [-2.383, 0.894, -2.027], [-3.098, 3.752, 0.868], [-2.051, 3.988, 2.945], [-0.777, 5.075, 2.242], [-0.510, 3.273, 2.285], [-1.544, -5.336, 6.210], [-1.192, -5.841, 4.933], [-1.946, -5.237, 3.884], [-1.120, -4.209, 3.130], [-0.853, -3.069, 3.942], [0.476, -3.059, 4.435], [-0.829, -5.725, 6.937], [-1.507, -4.244, 6.235], [-2.545, -5.680, 6.488], [-2.867, -4.790, 4.269], [-2.224, -6.039, 3.192], [-1.697, -3.858, 2.269], [-0.191, -4.652, 2.757], [1.178, -2.866, 3.618], [0.730, -4.002, 4.927], [0.561, -2.253, 5.164], [3.946, -0.012, -4.121], [2.598, -0.045, -3.686], [1.874, 1.127, -4.068], [0.957, 0.849, -5.243], [1.703, 0.609, -6.438], [1.754, -0.765, -6.777], [4.387, -0.992, -3.932], [4.019, 0.203, -5.190], [4.506, 0.739, -3.553], [2.555, 1.954, -4.289], [1.262, 1.415, -3.208], [0.342, 1.735, -5.425], [0.286, 0.012, -5.025], [0.768, -1.106, -7.111], [2.090, -1.375, -5.934], [2.460, -0.886, -7.599]],
  "orbital_gap_ev": 6.88,
  "charge": -1,
  "max_force_ev_per_a": 4.34,
  "e_homo_ev": -4.50
}